Entry 1:
This record from the Open Molecules 2025 dataset describes a molecular structure, C36H31AsN2PtS2 in a non-equilibrium geometry. The level of theory is ωB97M-V with the def2-TZVPD basis set.

```
73
Properties=species:S:1:pos:R:3
Pt -0.708 -0.301 0.566
C 0.178 3.998 1.703
C 0.453 2.692 2.440
C 0.695 2.957 3.933
C -0.648 1.673 2.246
C -0.720 0.515 3.062
C -1.751 -0.407 2.951
C -2.800 -0.237 2.015
C -3.938 -1.201 1.941
C -2.704 0.857 1.146
C -1.647 1.802 1.269
H 0.999 4.691 1.875
H -0.734 4.471 2.074
H 0.090 3.864 0.625
H 1.363 2.234 2.028
H -0.222 3.280 4.428
H 1.427 3.756 4.039
H 1.090 2.091 4.462
H 0.059 0.333 3.789
H -1.758 -1.277 3.597
H -4.814 -0.742 1.487
H -4.204 -1.555 2.936
H -3.651 -2.075 1.349
H -3.488 1.025 0.419
H -1.646 2.649 0.596
S -0.969 -2.559 0.273
C 0.141 -3.153 1.517
C -0.058 -4.393 2.102
C 0.879 -4.868 3.015
C 0.664 -6.142 3.634
N 0.484 -7.158 4.137
C 2.004 -4.097 3.341
C 2.193 -2.847 2.760
C 1.259 -2.381 1.849
S 1.488 -0.829 1.042
C 2.964 -4.570 4.295
N 3.730 -4.926 5.072
H -0.922 -4.997 1.861
H 3.062 -2.260 3.027
C -3.519 -0.201 -4.621
C -3.731 -0.522 -3.288
C -2.699 -0.392 -2.370
C -1.458 0.060 -2.799
C -1.234 0.369 -4.142
C -2.273 0.242 -5.048
As 0.055 0.240 -1.642
C 0.619 2.064 -1.541
C -0.155 3.059 -2.132
C 0.301 4.370 -2.115
C 1.511 4.678 -1.509
C 2.268 3.685 -0.899
C 1.822 2.373 -0.903
C 1.484 -0.815 -2.352
C 1.326 -2.194 -2.479
C 2.310 -2.932 -3.111
C 3.439 -2.300 -3.621
C 3.585 -0.927 -3.506
C 2.606 -0.174 -2.871
H -4.325 -0.305 -5.335
H -4.698 -0.882 -2.965
H -2.869 -0.668 -1.336
H -0.258 0.696 -4.485
H -2.108 0.480 -6.090
H -1.088 2.816 -2.627
H -0.284 5.148 -2.588
H 1.868 5.699 -1.512
H 3.211 3.932 -0.429
H 2.425 1.598 -0.444
H 0.448 -2.692 -2.095
H 2.196 -4.002 -3.213
H 4.202 -2.883 -4.119
H 4.458 -0.436 -3.912
H 2.726 0.898 -2.802
```

## Properties
HOMO = -13.99 eV
Max |F| = 1.879 eV/Å
Multiplicity = 1
Relative energy (zero: lowest compared OMol25 entry of this formula, charge and spin) = 10.5 kcal per mole
Lowest unoccupied orbital energy = -8.2 eV
Net charge = +2
Calculated total energy = -126555.6720 eV
HOMO-LUMO gap = 0.21337 Ha

Entry 2:
This record from the Open Molecules 2025 dataset describes a molecular structure, C36H31AsN5O2PdS. The level of theory is ωB97M-V with the def2-TZVPD basis set.

```
77
Properties=species:S:1:pos:R:3
Pd 1.721 -0.183 -2.043
O 4.278 -1.267 -1.334
C 4.545 -2.486 -1.236
C 5.916 -2.955 -1.302
C 6.264 -4.273 -1.248
C 5.285 -5.276 -1.118
C 3.970 -4.881 -1.024
C 3.565 -3.536 -1.050
C 2.144 -3.247 -0.884
N 1.424 -2.200 -1.260
C 0.109 -2.483 -0.951
C 0.015 -3.700 -0.364
N 1.308 -4.168 -0.310
H 6.669 -2.184 -1.414
H 7.311 -4.555 -1.318
H 5.549 -6.325 -1.114
H 3.210 -5.656 -0.971
H -0.665 -1.768 -1.183
H -0.820 -4.247 0.034
H 1.615 -5.028 0.104
C 1.290 4.334 1.208
N 0.945 4.061 -0.165
C 0.212 4.879 -1.001
C 0.111 4.241 -2.183
N 0.783 3.041 -2.073
C 1.296 2.913 -0.809
S 2.176 1.675 -0.104
C 0.760 2.030 -3.084
C -0.395 1.825 -3.787
C -0.414 0.804 -4.758
C 0.695 0.018 -4.886
C 1.854 0.279 -4.097
N 1.953 1.403 -3.288
H 0.875 5.303 1.480
H 2.374 4.340 1.329
H 0.882 3.563 1.862
H -0.139 5.846 -0.691
H -0.347 4.540 -3.105
H -1.286 2.385 -3.537
H -1.307 0.619 -5.340
H 0.716 -0.815 -5.577
H 2.805 -0.137 -4.419
O -1.209 1.053 -0.639
As -1.768 0.637 0.843
C -0.854 -0.770 1.788
C -1.561 -1.681 2.564
C -0.877 -2.695 3.219
C 0.503 -2.796 3.094
C 1.205 -1.890 2.313
C 0.526 -0.876 1.653
C -1.780 2.144 2.054
C -2.228 3.366 1.561
C -2.214 4.486 2.375
C -1.741 4.391 3.679
C -1.280 3.177 4.167
C -1.298 2.051 3.355
C -3.606 0.070 0.716
C -4.528 0.281 1.735
C -5.832 -0.172 1.588
C -6.210 -0.831 0.426
C -5.290 -1.031 -0.596
C -3.987 -0.578 -0.454
H -2.640 -1.612 2.646
H -1.424 -3.412 3.819
H 1.030 -3.596 3.599
H 2.276 -1.983 2.186
H 1.060 -0.188 1.009
H -2.558 3.433 0.530
H -2.560 5.438 1.992
H -1.724 5.269 4.312
H -0.897 3.107 5.177
H -0.923 1.103 3.724
H -4.233 0.803 2.639
H -6.555 -0.010 2.378
H -7.227 -1.183 0.313
H -5.588 -1.535 -1.506
H -3.260 -0.702 -1.249
```

## Properties
HOMO = -3.07 eV
Max |F| = 0.746 eV/Å
Multiplicity = 1
Relative energy (zero: lowest compared OMol25 entry of this formula, charge and spin) = 18.5 kcal per mole
Lowest unoccupied orbital energy = 2.2 eV
Net charge = -1
Calculated total energy = -124534.9761 eV
HOMO-LUMO gap = 0.19404 Ha

Entry 3:
This record from the Open Molecules 2025 dataset describes a molecular structure, C36H31BrN8O2S3SiTl in a non-equilibrium geometry. The level of theory is ωB97M-V with the def2-TZVPD basis set.

```
83
Properties=species:S:1:pos:R:3
Tl 0.518 -0.094 1.042
N 0.428 -4.691 -0.417
C 0.418 -4.344 -1.723
C 0.242 -5.142 -2.879
C 0.232 -4.515 -4.067
C 0.407 -3.046 -4.211
C 0.501 -2.224 -2.954
C 0.543 -2.929 -1.745
N 0.610 -2.477 -0.455
C 0.554 -3.538 0.317
C 0.625 -3.542 1.753
C 0.641 -4.653 2.566
S 0.777 -4.191 4.207
C 0.798 -2.538 3.697
N 0.713 -2.365 2.431
H 0.335 -5.628 -0.058
H 0.109 -6.209 -2.795
H 0.099 -5.062 -4.989
H -0.386 -2.669 -4.865
H 1.336 -2.883 -4.774
H 0.598 -5.688 2.290
H 0.873 -1.733 4.401
C -1.613 4.018 -1.908
Si -0.067 3.895 -3.024
C 1.352 5.006 -2.427
C -0.546 4.407 -4.797
C 0.299 2.011 -3.113
C -0.197 1.237 -4.147
C -0.090 -0.145 -4.146
C 0.515 -0.805 -3.073
N 1.073 -0.024 -2.099
C 0.976 1.339 -2.075
S 1.663 2.198 -0.801
H -1.883 5.059 -1.759
H -1.440 3.576 -0.932
H -2.465 3.519 -2.363
H 1.225 6.004 -2.836
H 2.326 4.645 -2.737
H 1.364 5.087 -1.346
H -0.669 5.483 -4.849
H -1.488 3.969 -5.112
H 0.213 4.137 -5.524
H -0.708 1.721 -4.963
H -0.545 -0.702 -4.946
H 1.679 -0.459 -1.397
N -3.994 0.336 3.139
C -4.980 -0.195 2.302
C -6.315 0.073 2.562
C -7.309 -0.428 1.733
C -6.974 -1.179 0.623
C -5.639 -1.453 0.354
C -4.653 -0.984 1.197
S -2.944 -1.416 0.897
N -2.124 -0.515 2.012
C -2.646 0.217 2.922
C -1.719 0.992 3.771
C -2.137 1.832 4.804
C -1.181 2.549 5.504
C 0.156 2.405 5.175
C 0.486 1.530 4.148
N -0.425 0.853 3.477
H -4.325 0.940 3.873
H -6.575 0.671 3.424
H -8.342 -0.223 1.963
H -7.743 -1.561 -0.029
H -5.359 -2.043 -0.504
H -3.176 1.947 5.071
H -1.484 3.212 6.300
H 0.921 2.959 5.691
H 1.509 1.359 3.840
Br 8.614 -1.603 -0.083
C 7.269 -0.344 0.371
C 7.590 0.998 0.537
N 6.675 1.891 0.851
C 5.422 1.522 1.033
C 5.010 0.200 0.885
C 5.954 -0.755 0.539
C 3.533 -0.147 1.011
O 3.030 -0.758 0.049
O 2.944 0.233 2.036
H 8.603 1.357 0.414
H 4.719 2.297 1.304
H 5.664 -1.788 0.407
```

## Properties
HOMO = -9.31 eV
Max |F| = 1.945 eV/Å
Multiplicity = 1
Relative energy (zero: lowest compared OMol25 entry of this formula, charge and spin) = 45.6 kcal per mole
Lowest unoccupied orbital energy = -5.2 eV
Net charge = +1
Calculated total energy = -168966.2650 eV
HOMO-LUMO gap = 0.15252 Ha

Entry 4:
This record from the Open Molecules 2025 dataset describes a molecular structure, C36H31Cl2N6NiS4Sb in a non-equilibrium geometry. The level of theory is ωB97M-V with the def2-TZVPD basis set.

```
81
Properties=species:S:1:pos:R:3
Ni -21.176 6.093 5.752
S -22.029 4.438 6.699
C -23.277 5.182 7.653
C -24.348 4.432 8.138
C -25.411 5.034 8.834
C -26.525 4.271 9.281
N -27.415 3.610 9.600
C -25.365 6.460 8.998
C -24.269 7.214 8.589
C -23.196 6.608 7.932
S -21.862 7.501 7.283
C -26.507 7.128 9.549
N -27.382 7.706 10.035
H -24.259 3.372 7.936
H -24.138 8.272 8.875
N -18.426 8.197 6.230
C -18.998 8.181 5.037
N -19.930 7.301 4.720
C -20.334 7.507 3.428
C -19.687 8.510 2.729
S -18.538 9.284 3.768
C -21.481 6.707 2.922
C -22.183 6.757 1.731
S -23.484 5.643 1.726
C -23.025 5.181 3.366
N -22.007 5.833 3.867
N -23.659 4.203 3.987
H -18.613 7.434 6.871
H -17.593 8.761 6.447
H -19.795 8.815 1.680
H -21.916 7.382 0.862
H -24.392 3.661 3.564
H -23.410 4.028 4.972
Cl -18.472 5.572 8.097
C -17.846 4.674 9.656
Cl -16.114 4.375 9.436
H -18.374 3.721 9.685
H -17.974 5.330 10.506
C -18.070 3.675 1.178
C -17.876 2.296 1.694
C -17.384 1.285 0.807
C -17.244 -0.010 1.257
C -17.614 -0.392 2.511
C -18.070 0.584 3.382
C -18.219 1.927 3.001
Sb -18.836 3.407 4.450
C -16.781 4.098 4.731
C -16.520 5.400 4.317
C -15.275 6.016 4.480
C -14.316 5.312 5.149
C -14.562 4.018 5.580
C -15.736 3.338 5.249
C -15.789 1.824 5.442
C -19.452 1.897 5.898
C -18.801 2.043 7.128
C -19.115 1.234 8.199
C -20.179 0.351 8.094
C -20.884 0.251 6.896
C -20.505 1.010 5.754
C -21.338 0.822 4.503
H -18.022 3.694 0.071
H -17.340 4.454 1.527
H -19.040 4.124 1.404
H -17.136 1.597 -0.213
H -16.844 -0.750 0.551
H -17.519 -1.433 2.868
H -18.271 0.298 4.424
H -17.296 5.990 3.848
H -15.089 7.000 4.071
H -13.293 5.759 5.283
H -13.760 3.536 6.109
H -14.849 1.579 5.956
H -15.776 1.278 4.444
H -16.588 1.439 6.073
H -17.985 2.779 7.229
H -18.493 1.282 9.113
H -20.503 -0.267 8.935
H -21.744 -0.400 6.821
H -21.672 -0.236 4.448
H -20.777 0.926 3.568
H -22.262 1.449 4.474
```

## Properties
HOMO (alpha / beta) = -7.39 / -7.67 eV
Max |F| = 2.628 eV/Å
Multiplicity = 3
Lowest unoccupied orbital energy (alpha / beta) = -0.1 / -0.4 eV
Calculated total energy = -162742.5808 eV
HOMO-LUMO gap (alpha / beta) = 0.26846 / 0.26746 Ha

Entry 5:
This record from the Open Molecules 2025 dataset describes 2 unconnected molecules or ions with the total composition C36H31O4 in a non-equilibrium geometry. The level of theory is ωB97M-V with the def2-TZVPD basis set.

```
71
Properties=species:S:1:pos:R:3
C 4.800 -0.557 3.166
C 3.592 0.311 2.921
O 2.460 -0.564 2.800
C 1.273 0.113 2.661
C 0.189 -0.797 2.873
C -1.129 -0.419 3.134
C -1.601 0.924 3.029
C -2.958 1.197 3.141
C -3.878 0.161 3.375
C -3.423 -1.153 3.581
C -2.072 -1.438 3.490
O 1.251 1.305 2.331
H 5.687 -0.078 2.742
H 4.957 -0.651 4.246
H 4.692 -1.558 2.735
H 3.428 1.008 3.760
H 3.692 0.881 1.987
H 0.475 -1.837 2.999
H -0.863 1.701 2.834
H -3.303 2.228 3.047
H -4.947 0.376 3.411
H -4.126 -1.957 3.818
H -1.682 -2.444 3.676
C -4.238 -5.018 -0.507
O -4.093 -3.809 -1.282
C -3.128 -2.928 -0.911
C -3.025 -1.739 -1.676
C -2.038 -0.832 -1.392
C -1.024 -1.129 -0.438
C 0.071 -0.230 -0.278
C 1.420 -0.592 -0.406
C 2.428 0.426 -0.420
C 3.750 0.172 -0.682
C 4.760 1.246 -0.684
C 4.546 2.409 0.090
C 5.556 3.362 0.246
C 6.773 3.217 -0.428
C 6.960 2.121 -1.280
C 5.966 1.153 -1.405
C 4.190 -1.235 -0.855
O 5.392 -1.530 -0.973
C 3.148 -2.286 -0.801
C 3.517 -3.702 -0.925
C 2.750 -4.677 -0.245
C 3.061 -6.031 -0.354
C 4.114 -6.448 -1.176
C 4.869 -5.494 -1.871
C 4.579 -4.137 -1.737
C 1.833 -1.938 -0.619
C -1.155 -2.314 0.331
C -2.223 -3.168 0.150
H -5.103 -5.511 -0.946
H -3.347 -5.652 -0.601
H -4.425 -4.794 0.553
H -3.749 -1.585 -2.474
H -1.964 0.104 -1.949
H -0.146 0.840 -0.275
H 2.092 1.455 -0.282
H 3.594 2.534 0.609
H 5.380 4.218 0.898
H 7.565 3.956 -0.300
H 7.884 2.008 -1.848
H 6.141 0.293 -2.047
H 1.919 -4.351 0.385
H 2.471 -6.758 0.202
H 4.343 -7.509 -1.281
H 5.689 -5.794 -2.522
H 5.181 -3.396 -2.259
H 1.071 -2.716 -0.694
H -0.426 -2.532 1.112
H -2.346 -4.041 0.793
```

## Properties
HOMO = -2.92 eV
Max |F| = 2.783 eV/Å
Multiplicity = 1
Lowest unoccupied orbital energy = 1.6 eV
Net charge = -1
Calculated total energy = -46025.5077 eV
HOMO-LUMO gap = 0.16693 Ha

Entry 6:
This record from the Open Molecules 2025 dataset describes a molecular structure, C36H32Br2FN3OPS4SbSiTa. The level of theory is ωB97M-V with the def2-TZVPD basis set.

```
83
Properties=species:S:1:pos:R:3
Ta -0.072 1.315 0.729
S -3.399 2.060 4.234
Sb -2.187 3.249 2.762
S 0.107 2.496 2.846
S -2.347 2.223 0.595
S -2.297 5.506 2.635
Br 0.053 0.768 -4.365
C -0.117 2.406 -3.440
C -0.238 3.591 -4.196
C -0.244 4.805 -3.576
Br -0.424 6.369 -4.635
C -0.095 4.912 -2.171
C -0.033 6.122 -1.427
C 0.159 6.064 -0.087
C 0.298 4.805 0.554
N 0.222 3.677 -0.098
C 0.014 3.722 -1.447
C -0.040 2.451 -2.072
O 0.017 1.381 -1.292
H -0.322 3.522 -5.271
H -0.144 7.069 -1.938
H 0.184 6.956 0.522
H 0.461 4.746 1.620
C 2.451 0.065 4.561
Si 1.393 -0.661 3.205
C -0.334 -0.735 3.879
C 1.940 -2.459 2.918
N 1.640 0.271 1.709
C 2.946 0.377 1.271
C 4.060 -0.395 1.664
C 5.313 -0.215 1.090
C 5.539 0.730 0.100
C 4.470 1.520 -0.313
C 3.257 1.311 0.284
F 2.178 2.063 -0.097
H 2.386 -0.561 5.456
H 2.069 1.057 4.809
H 3.503 0.157 4.289
H -0.326 -1.569 4.592
H -1.117 -0.917 3.146
H -0.609 0.175 4.412
H 1.190 -3.149 3.311
H 2.878 -2.684 3.433
H 2.083 -2.685 1.858
H 3.948 -1.155 2.419
H 6.129 -0.842 1.430
H 6.518 0.856 -0.341
H 4.560 2.284 -1.074
N -0.790 -0.462 0.666
P -1.274 -1.494 -0.424
C -2.678 -0.941 -1.398
C -3.762 -0.449 -0.668
C -4.902 -0.023 -1.328
C -4.970 -0.087 -2.714
C -3.897 -0.578 -3.442
C -2.753 -1.010 -2.784
C -1.865 -3.010 0.363
C -2.899 -3.780 -0.160
C -3.276 -4.960 0.466
C -2.624 -5.373 1.620
C -1.596 -4.603 2.149
C -1.220 -3.426 1.523
C 0.053 -2.044 -1.518
C 1.319 -1.487 -1.392
C 2.360 -1.913 -2.205
C 2.139 -2.897 -3.155
C 0.882 -3.481 -3.271
C -0.152 -3.065 -2.447
H -3.703 -0.370 0.410
H -5.728 0.380 -0.756
H -5.860 0.258 -3.227
H -3.942 -0.611 -4.523
H -1.914 -1.374 -3.358
H -3.428 -3.449 -1.047
H -4.088 -5.550 0.059
H -2.924 -6.290 2.111
H -1.091 -4.914 3.055
H -0.432 -2.817 1.942
H 1.514 -0.740 -0.637
H 3.340 -1.466 -2.083
H 2.949 -3.221 -3.797
H 0.710 -4.265 -3.997
H -1.120 -3.547 -2.527
```

## Properties
HOMO = -4.80 eV
Max |F| = 0.902 eV/Å
Multiplicity = 1
Relative energy (zero: lowest compared OMol25 entry of this formula, charge and spin) = 27.1 kcal per mole
Lowest unoccupied orbital energy = 1.9 eV
Net charge = -1
Calculated total energy = -255778.8670 eV
HOMO-LUMO gap = 0.24718 Ha